# 1
C4H8N | ωB97M-V/def2-TZVPD

Properties
- Maximum force: 1.92 eV/A
- Orbital gap: 7.61 eV
- Calculated total energy: -211.5620 a.u.
- LUMO level: -8.479 eV
- Net charge: +1

Cartesian coordinates (Å):
C (-0.6031, -1.2332, 0.4021)
C (0.1813, -0.0853, 0.4069)
C (0.5081, 0.5923, 1.7410)
C (-0.1240, 0.3580, -1.8827)
N (0.5866, 0.5937, -0.6613)
H (-0.5803, -1.8557, -0.4906)
H (-0.2290, 0.3011, 2.4804)
H (-0.9797, -1.6534, 1.3263)
H (0.4063, 1.6659, 1.5623)
H (1.5831, 0.4589, 1.8819)
H (-1.1331, -0.0224, -1.7770)
H (0.4694, -0.3697, -2.4761)
H (-0.0857, 1.2498, -2.5130)

***

# 2
C13H19P2Pt | ωB97M-V/def2-TZVPD

Properties
- Maximum force: 4.93 eV/A
- Orbital gap (spin up / spin down): 5.68 / 6.37 eV
- Calculated total energy: -1308.3033 a.u.
- LUMO level (spin up / spin down): -2.306 / -5.929 eV
- Net charge: +1
- Spin multiplicity: 5

Cartesian coordinates (Å):
C (-1.4004, 3.8834, 0.0524)
C (-0.5530, 3.8403, -1.0789)
C (0.7598, 3.4711, -0.6713)
C (0.7723, 3.2643, 0.7657)
C (-0.5918, 3.5616, 1.2338)
Pt (-0.5401, 1.4620, 0.4786)
P (-2.5004, 0.7787, -0.3340)
H (-2.4283, 4.2178, 0.1037)
H (-0.8644, 4.0843, -2.0895)
H (1.6445, 3.4309, -1.2945)
H (-0.9186, 3.6338, 2.2820)
H (1.6044, 3.0036, 1.4045)
H (-2.4757, -0.3867, -1.1887)
H (-3.2136, 1.7677, -1.1214)
H (-3.4145, 0.4883, 0.7434)
C (2.3084, -1.2342, 1.4790)
P (0.9973, -0.2778, 0.5049)
C (1.9788, 0.3278, -0.8556)
C (0.0522, -1.7987, -0.0523)
C (0.4710, -2.5855, -1.1263)
C (0.0689, -3.9185, -1.1892)
C (-0.8259, -4.4105, -0.2390)
C (-1.3575, -3.5952, 0.7698)
C (-0.9495, -2.2589, 0.8337)
H (3.0522, -0.6452, 2.0054)
H (2.8609, -1.7753, 0.6983)
H (1.9691, -2.0310, 2.1623)
H (2.6142, -0.4594, -1.1740)
H (1.4217, 0.7335, -1.6733)
H (2.5158, 1.1615, -0.3463)
H (1.0839, -2.1623, -1.9248)
H (0.4565, -4.5739, -1.9703)
H (-1.1168, -5.4543, -0.2568)
H (-2.0661, -3.9824, 1.5158)
H (-1.4155, -1.5607, 1.5528)

***

# 3
C9H14O | ωB97M-V/def2-TZVPD

Properties
- Maximum force: 2.50 eV/A
- Orbital gap: 9.06 eV
- Calculated total energy: -426.5396 a.u.
- LUMO level: 0.818 eV
- Net charge: 0

Cartesian coordinates (Å):
C (1.3364, -3.0189, 0.2537)
C (2.3540, -2.0321, 0.7594)
H (1.6971, -3.5387, -0.6730)
H (0.9733, -3.8305, 0.8766)
H (0.4136, -2.5356, -0.0206)
H (3.3638, -2.3302, 1.0002)
H (1.8706, -1.6072, 1.6540)
H (2.4051, -1.2097, 0.0117)
C (-1.9713, 1.0531, 1.9807)
C (-1.0276, 0.2700, -1.5441)
C (-0.4108, 1.4722, -1.9202)
C (-1.2416, 0.0485, -0.1840)
C (-1.1632, 1.1220, 0.7000)
C (0.0056, 2.4007, -0.9982)
C (-0.3773, 2.2146, 0.3418)
O (-0.0790, 1.5120, -3.2510)
H (-1.0474, -0.5280, -2.2653)
H (-1.6723, -0.9035, 0.0732)
H (0.6260, 3.2503, -1.2698)
H (0.5450, 2.1894, -3.5143)
H (-2.6701, 1.9121, 2.0261)
H (-1.3680, 1.1389, 2.8882)
H (0.0091, 2.8332, 1.1497)
H (-2.5711, 0.1173, 1.9253)

***

> Which value of net charge does entry 1 give?

+1